(1)
{
  "formula": "C4H6N4",
  "method": "ωB97M-V/def2-TZVPD",
  "species": ["H", "N", "N", "C", "C", "N", "C", "N", "C", "H", "H", "H", "H", "H"],
  "xyz": [[-3.1045, 1.1119, -1.0281], [-2.5800, 1.9793, -1.2500], [-1.2785, 1.9359, -1.2281], [-0.6819, 0.8458, -0.4716], [-1.1163, -0.0856, 0.3551], [-0.1338, -1.0368, 0.7047], [1.0777, -0.5893, 0.1951], [2.2371, -1.2469, 0.7683], [0.7400, 0.4500, -0.6464], [-1.8969, 0.0698, 1.2483], [-0.6187, -2.0067, 1.0242], [3.0623, -0.6883, 1.2331], [2.7952, -1.9278, 0.2634], [1.4983, 1.1889, -1.1681]],
  "charge": 0,
  "largest_force_ev_per_a": 6.1,
  "e_above_lowest_kcal_mol": 108.5,
  "e_homo_ev": -8.73,
  "multiplicity": 1,
  "e_lumo_ev": 0.0158,
  "smiles": "[H]/N=N\\c1c[nH]c(N)c1"
}



(2)
{
  "formula": "C4H6N4O",
  "method": "ωB97M-V/def2-TZVPD",
  "species": ["C", "C", "N", "N", "C", "O", "C", "N", "N", "H", "H", "H", "H", "H", "H"],
  "xyz": [[-2.7370, -1.0162, 0.0890], [-1.4189, -0.3015, -0.1059], [-0.3280, -1.0068, -0.0655], [0.8341, -0.3261, -0.1515], [2.0412, -0.9164, 0.0307], [3.0458, -0.2082, 0.0965], [0.8028, 1.0999, -0.0141], [-0.2807, 1.8106, 0.0714], [-1.4408, 1.0995, 0.0523], [-3.1833, -0.6603, 1.0294], [-2.5810, -2.0638, 0.1965], [-3.5839, -0.9642, -0.7139], [1.8591, -2.0026, -0.0160], [1.7944, 1.4621, -0.2069], [-2.2916, 1.6594, -0.4054]],
  "charge": 0,
  "largest_force_ev_per_a": 3.9,
  "e_above_lowest_kcal_mol": 55.5,
  "e_homo_ev": -8.05,
  "multiplicity": 1,
  "e_lumo_ev": 0.5284,
  "smiles": "CC1=NN(C=O)C=NN1"
}



(3)
{
  "formula": "C4H6N4O2",
  "method": "ωB97M-V/def2-TZVPD",
  "species": ["O", "C", "N", "C", "N", "C", "O", "N", "C", "N", "H", "H", "H", "H", "H", "H"],
  "xyz": [[0.6634, -1.3416, -2.6961], [0.5936, -0.7042, -1.6513], [1.1897, -1.1401, -0.4736], [0.9937, -0.1458, 0.6227], [-0.0168, -0.5230, 1.5829], [-1.0852, 0.3973, 1.5464], [-2.1683, 0.4028, 2.1277], [-0.6783, 1.4365, 0.7292], [0.3956, 1.0352, -0.1561], [0.0826, 0.5642, -1.4994], [1.3817, -2.1554, -0.4103], [1.9570, 0.1939, 0.9222], [-0.1536, -1.4010, 2.0162], [-1.5732, 1.7528, 0.1276], [0.9864, 1.9427, -0.2544], [0.0145, 1.3192, -2.3994]],
  "charge": 0,
  "largest_force_ev_per_a": 4.9,
  "e_above_lowest_kcal_mol": 32.0,
  "e_homo_ev": -10.04,
  "multiplicity": 1,
  "e_lumo_ev": 0.4471,
  "smiles": "O=C1N[C@H]2NC(=O)N[C@H]2N1"
}



(4)
{
  "formula": "C4H6NO",
  "method": "ωB97M-V/def2-TZVPD",
  "species": ["C", "C", "C", "C", "N", "O", "H", "H", "H", "H", "H", "H"],
  "xyz": [[-0.3414, -0.2784, -0.8676], [2.4200, -0.1257, 1.2983], [0.0163, 0.2284, 0.3922], [1.3150, 0.1496, 0.8022], [-2.1762, 0.2450, -0.9863], [0.0426, -0.8646, -1.8020], [2.7442, -1.1089, 1.4856], [3.3167, 0.5534, 1.6430], [-0.6487, 0.4397, 1.1333], [-2.5288, -0.5852, -0.5789], [-2.2039, 0.2501, -1.9842], [-1.9558, 1.0966, -0.5357]],
  "charge": 1,
  "largest_force_ev_per_a": 5.6,
  "e_above_lowest_kcal_mol": 52.1,
  "e_homo_ev": -15.16,
  "multiplicity": 1,
  "e_lumo_ev": -5.2936
}



(5)
{
  "formula": "C4H6NO",
  "method": "ωB97M-V/def2-TZVPD",
  "species": ["C", "N", "C", "O", "C", "C", "H", "H", "H", "H", "H", "H"],
  "xyz": [[1.4851, 2.3832, 0.6887], [1.0947, 1.4610, 0.1352], [0.7018, 0.2747, -0.5075], [-0.3278, 0.3825, -1.4225], [-0.7026, -0.1710, -0.1906], [-1.0069, -1.6245, 0.0235], [1.9166, 3.3179, 1.0783], [1.7655, -0.2806, -0.7337], [-1.2634, 0.4232, 0.6196], [-0.7693, -2.2067, 0.9250], [-0.7697, -2.2126, -0.8538], [-2.1240, -1.7471, 0.2379]],
  "charge": 1,
  "largest_force_ev_per_a": 3.6,
  "e_above_lowest_kcal_mol": 72.6,
  "e_homo_ev": -15.40,
  "multiplicity": 1,
  "e_lumo_ev": -4.9316,
  "smiles": "C#[N+][C@@H]1O[C@H]1C"
}



(6)
{
  "formula": "C4H6NO",
  "method": "ωB97M-V/def2-TZVPD",
  "species": ["C", "C", "C", "C", "N", "O", "H", "H", "H", "H", "H", "H"],
  "xyz": [[0.0809, 0.0803, 0.2844], [0.5557, -2.0940, 1.4277], [-0.5915, 0.4207, -1.0188], [-0.0325, 1.7920, -0.6925], [0.4302, -0.9729, 0.8832], [0.2214, 1.3811, 0.6265], [1.2953, -2.8487, 1.2741], [-0.4698, -2.4886, 1.9093], [-0.2317, -0.1512, -1.9417], [-1.6654, 0.3260, -0.7986], [1.0283, 1.9191, -1.2017], [-0.6210, 2.6363, -0.7519]],
  "charge": 1,
  "largest_force_ev_per_a": 4.8,
  "e_above_lowest_kcal_mol": 46.1,
  "e_homo_ev": -15.70,
  "multiplicity": 1,
  "e_lumo_ev": -5.3527
}



(7)
{
  "formula": "C4H6NO",
  "method": "ωB97M-V/def2-TZVPD",
  "species": ["C", "C", "C", "C", "N", "O", "H", "H", "H", "H", "H", "H"],
  "xyz": [[-0.6206, -0.7918, 0.0590], [-1.4834, 2.2962, -0.8648], [-2.0137, 1.2416, -0.2099], [1.5782, -0.1769, 1.0602], [0.4364, -0.6203, 0.4967], [-0.9599, 3.1250, -1.4285], [-1.3443, -1.2822, -0.4577], [-2.2416, 1.5109, 0.7670], [-2.9244, 1.0031, -0.6924], [2.0981, -1.0758, 1.4518], [1.3971, 0.2756, 2.0153], [2.1890, 0.2422, 0.3876]],
  "charge": 1,
  "largest_force_ev_per_a": 5.2,
  "e_above_lowest_kcal_mol": 60.9,
  "e_homo_ev": -13.97,
  "multiplicity": 1,
  "e_lumo_ev": -4.3946
}



(8)
{
  "formula": "C4H6NO2",
  "method": "ωB97M-V/def2-TZVPD",
  "species": ["C", "C", "O", "C", "C", "N", "O", "H", "H", "H", "H", "H", "H"],
  "xyz": [[-1.0216, -1.4575, 0.0111], [-1.0408, -0.0283, -0.0432], [-1.8912, 0.7736, 0.0619], [0.4260, 0.4927, -0.2823], [1.1177, 1.0033, 0.9050], [0.6812, 0.6388, -1.4884], [0.8231, 0.7122, -2.6254], [-1.8163, -1.8339, 0.6306], [0.0514, -1.6282, 0.1762], [-1.3484, -1.8069, -0.9874], [1.1021, 2.0278, 0.9922], [0.6738, 0.5103, 1.7620], [2.2430, 0.5960, 0.8878]],
  "charge": 1,
  "largest_force_ev_per_a": 5.1,
  "e_above_lowest_kcal_mol": 97.3,
  "e_homo_ev": [-15.85, -15.85],
  "multiplicity": 1,
  "e_lumo_ev": [-7.1650, -7.1645],
  "smiles": "CC(=O)C(C)=[N+]=O"
}



(9)
{
  "formula": "C4H6NO2",
  "method": "ωB97M-V/def2-TZVPD",
  "species": ["C", "C", "C", "C", "N", "O", "O", "H", "H", "H", "H", "H", "H"],
  "xyz": [[-1.0790, 0.8548, 0.1222], [-0.1049, 1.7478, -0.0207], [-0.8610, -0.5324, 0.4227], [0.4186, -1.0512, -0.3975], [1.4670, -0.2650, -0.0490], [2.5576, -0.6065, 0.2266], [1.2781, 1.0349, -0.0654], [-2.1383, 0.9350, 0.1594], [0.1561, 2.8269, -0.1776], [-0.8537, -0.7671, 1.4404], [-1.6711, -1.1166, -0.0838], [0.6258, -2.0709, -0.1204], [0.2047, -0.9896, -1.4569]],
  "charge": 1,
  "largest_force_ev_per_a": 8.4,
  "e_above_lowest_kcal_mol": 80.2,
  "e_homo_ev": [-12.74, -15.96],
  "multiplicity": 3,
  "e_lumo_ev": [-4.9092, -9.5156],
  "s2": 2.011
}



(10)
{
  "formula": "C4H6NO2P",
  "method": "ωB97M-V/def2-TZVPD",
  "species": ["C", "C", "C", "C", "N", "O", "O", "P", "H", "H", "H", "H", "H", "H"],
  "xyz": [[2.4275, -0.4186, -1.3597], [2.3385, 0.2675, -0.3056], [-1.9845, 1.3122, 1.1644], [0.4285, -0.7251, -0.4902], [-2.6573, 1.3260, 0.0871], [1.2132, -1.0978, -1.5800], [1.1426, 0.1845, 0.3197], [-0.4390, 1.1687, 1.9373], [3.2027, -0.6611, -2.1757], [3.0832, 0.9209, 0.1609], [-2.3943, 1.8548, 2.0249], [-0.5642, -0.2743, -0.8709], [0.1610, -1.6287, 0.1350], [-3.6462, 1.6024, 0.1200]],
  "charge": 0,
  "largest_force_ev_per_a": 6.4,
  "e_above_lowest_kcal_mol": 140.6,
  "e_homo_ev": -7.86,
  "multiplicity": 1,
  "e_lumo_ev": -0.7785
}



(11)
{
  "formula": "C4H6NO3",
  "method": "ωB97M-V/def2-TZVPD",
  "species": ["C", "C", "C", "O", "N", "C", "O", "O", "H", "H", "H", "H", "H", "H"],
  "xyz": [[-0.8596, 1.4363, -0.8060], [0.5378, 1.2394, -0.2406], [0.8299, -0.0115, 0.6196], [1.7017, 0.0696, 1.4703], [0.1420, -1.1043, 0.2448], [0.0225, -2.5179, 0.8225], [0.4863, -2.6749, 1.9427], [-0.6155, -3.2296, 0.0421], [-1.6679, 1.2544, -0.0940], [-1.0987, 0.7921, -1.6586], [-0.9693, 2.4443, -1.1957], [0.8366, 2.1100, 0.3438], [1.2348, 1.1053, -1.0616], [-0.5806, -0.9134, -0.4292]],
  "charge": -1,
  "largest_force_ev_per_a": 0.7,
  "e_above_lowest_kcal_mol": 3.1,
  "e_homo_ev": -4.66,
  "multiplicity": 1,
  "e_lumo_ev": 3.5518,
  "smiles": "CCC(=O)NC(=O)[O-]"
}



(12)
{
  "formula": "C4H6NOS",
  "method": "ωB97M-V/def2-TZVPD",
  "species": ["C", "C", "C", "C", "N", "O", "S", "H", "H", "H", "H", "H", "H"],
  "xyz": [[-0.4799, 0.6538, 1.1572], [-1.3506, 1.3990, 3.1109], [0.9729, 0.2048, 1.3495], [-1.2914, 0.1157, -1.0996], [-1.3372, 0.6445, 0.2369], [-1.3974, 2.5788, 3.0764], [-1.2689, 0.1933, 4.1878], [1.7766, 0.4579, 0.6228], [1.2660, 0.5924, 2.3084], [1.0208, -0.9115, 1.5703], [-1.7122, 0.9014, -1.7368], [-2.0323, -0.7081, -1.1264], [-0.4198, -0.3879, -1.4723]],
  "charge": -1,
  "largest_force_ev_per_a": 3.6,
  "e_above_lowest_kcal_mol": 50.3,
  "e_homo_ev": [-2.15, -2.16],
  "multiplicity": 1,
  "e_lumo_ev": [3.7473, 3.7472]
}



(13)
{
  "formula": "C4H6NP",
  "method": "ωB97M-V/def2-TZVPD",
  "species": ["C", "C", "C", "C", "N", "P", "H", "H", "H", "H", "H", "H"],
  "xyz": [[-0.3698, -1.0355, 0.3693], [-1.7585, -1.3438, 0.5260], [0.0687, 0.1516, 0.0570], [1.2380, 1.0135, -0.2345], [-2.6922, -0.5599, 0.2192], [-2.5334, 0.7645, -0.7802], [0.2168, -1.8576, 0.6981], [-1.9505, -2.3352, 1.1452], [2.3641, 0.7093, -0.4468], [1.2948, 1.7853, 0.5863], [1.0888, 1.5218, -1.1759], [-2.9797, 1.5151, 0.3804]],
  "charge": 0,
  "largest_force_ev_per_a": 3.2,
  "e_above_lowest_kcal_mol": 77.9,
  "e_homo_ev": [-7.73, -8.03],
  "multiplicity": 1,
  "e_lumo_ev": [-0.3698, -0.3828]
}



(14)
{
  "formula": "C4H6NP",
  "method": "ωB97M-V/def2-TZVPD",
  "species": ["C", "P", "C", "N", "C", "C", "H", "H", "H", "H", "H", "H"],
  "xyz": [[-1.1237, 2.2164, -0.7245], [-0.3442, 1.4930, 0.8081], [0.1784, 0.0086, 0.1513], [1.0907, -0.8997, 0.6591], [1.1870, -2.2538, 0.1318], [0.8995, -2.2234, 1.3857], [-2.0458, 1.6911, -0.9669], [-0.4365, 2.1672, -1.5674], [-1.3619, 3.2588, -0.5212], [-0.0278, -0.1513, -0.9087], [1.3494, -2.7396, -0.7976], [0.6347, -2.5673, 2.3503]],
  "charge": 0,
  "largest_force_ev_per_a": 1.6,
  "e_above_lowest_kcal_mol": 97.6,
  "e_homo_ev": -7.41,
  "multiplicity": 1,
  "e_lumo_ev": 0.6839,
  "smiles": "C/P=C/N1C=C1"
}



(15)
{
  "formula": "C4H6NS",
  "method": "ωB97M-V/def2-TZVPD",
  "species": ["C", "C", "C", "C", "N", "S", "H", "H", "H", "H", "H", "H"],
  "xyz": [[0.4549, -1.3317, -0.4087], [0.6609, -0.8829, 1.0016], [-1.4772, 1.6727, -0.7667], [0.5656, 0.5006, 0.3118], [0.3018, -0.1771, -0.9522], [-0.8432, 1.6001, 0.7138], [0.4464, -2.2882, -0.8987], [-0.1519, -1.1201, 1.6850], [1.6127, -1.1357, 1.4646], [-1.0258, 1.1363, -1.5967], [-2.3660, 2.2667, -0.9329], [1.4723, 1.1069, 0.3132]],
  "charge": 1,
  "largest_force_ev_per_a": 1.1,
  "e_above_lowest_kcal_mol": 45.1,
  "e_homo_ev": -15.01,
  "multiplicity": 1,
  "e_lumo_ev": -6.3649
}



(16)
{
  "formula": "C4H6NS",
  "method": "ωB97M-V/def2-TZVPD",
  "species": ["S", "C", "C", "N", "C", "C", "H", "H", "H", "H", "H", "H"],
  "xyz": [[1.1592, 2.4030, -0.1511], [-0.3883, 1.6902, -0.4336], [-0.8453, 0.4710, -0.1390], [-0.0394, -0.5327, 0.5063], [-0.3240, -1.9643, 0.3508], [0.6966, -1.5371, -0.3029], [1.7878, 1.3580, 0.4095], [-1.0587, 2.3854, -0.9163], [-1.8304, 0.1468, -0.4282], [0.3864, -0.2130, 1.3809], [-1.0512, -2.6538, 0.7166], [1.5073, -1.5535, -0.9930]],
  "charge": 1,
  "largest_force_ev_per_a": 1.7,
  "e_above_lowest_kcal_mol": 63.7,
  "e_homo_ev": -13.31,
  "multiplicity": 1,
  "e_lumo_ev": -4.1681,
  "smiles": "S/C=C\\[NH+]1C=C1"
}



(17)
{
  "formula": "C4H6NaO2",
  "method": "ωB97M-V/def2-TZVPD",
  "species": ["C", "O", "H", "H", "C", "C", "C", "O", "Na", "H", "H", "H", "H"],
  "xyz": [[-1.1004, -0.0401, 0.6678], [-2.2837, 0.5834, 0.4549], [-0.9246, -0.2133, 1.7309], [-2.3136, 1.0207, -0.4038], [2.2051, 1.0056, 0.4631], [1.4481, -0.1351, 0.1662], [0.0218, -0.0058, -0.2633], [-0.7996, -1.1932, -0.1382], [-2.1853, -2.6388, -1.6706], [2.0282, 1.8450, -0.2286], [1.5781, -0.7164, 1.1096], [2.4584, -0.0359, -0.6779], [-0.1326, 0.5239, -1.2100]],
  "charge": 0,
  "largest_force_ev_per_a": 2.4,
  "e_above_lowest_kcal_mol": 64.5,
  "e_homo_ev": [-4.15, -8.85],
  "multiplicity": 2,
  "e_lumo_ev": [-0.0446, -0.0176],
  "s2": 0.750
}



(18)
{
  "formula": "C4H6NiO3",
  "method": "ωB97M-V/def2-TZVPD",
  "species": ["H", "C", "C", "H", "H", "O", "O", "Ni", "C", "C", "O", "H", "H", "H"],
  "xyz": [[0.1828, 1.9476, 0.8948], [-0.6440, 1.2560, 0.6616], [-0.6080, 0.6482, -0.6381], [-1.7411, 1.6279, 0.4244], [-1.4912, 0.0759, -0.9510], [-0.6471, 0.4137, 1.8883], [-1.7362, -0.5528, 1.8995], [-2.0625, 0.6392, 3.2266], [0.9865, -1.3554, -1.2582], [0.7609, -0.0414, -1.0478], [2.2153, -1.9133, -1.6150], [0.2744, -2.1244, -0.9477], [1.6371, 0.5947, -0.8409], [2.8731, -1.2159, -1.6965]],
  "charge": -1,
  "largest_force_ev_per_a": 6.1,
  "e_above_lowest_kcal_mol": 90.3,
  "e_homo_ev": [-0.87, -1.98],
  "multiplicity": 4,
  "e_lumo_ev": [2.9702, 2.4102],
  "s2": 3.787
}



(19)
{
  "formula": "C4H6O",
  "method": "ωB97M-V/def2-TZVPD",
  "species": ["C", "C", "C", "C", "O", "H", "H", "H", "H", "H", "H"],
  "xyz": [[2.1389, 0.5138, 0.0025], [1.0979, 0.4584, 0.6243], [-0.1675, 0.5902, -0.2131], [-0.9778, -0.6794, -0.1266], [-1.4434, -0.8966, 1.1802], [2.8303, 0.5945, -0.7985], [0.1411, 0.7414, -1.2562], [-0.7235, 1.4701, 0.1047], [-0.3561, -1.5168, -0.4908], [-1.8428, -0.5886, -0.7892], [-0.6972, -0.6870, 1.7627]],
  "charge": 0,
  "largest_force_ev_per_a": 1.4,
  "e_above_lowest_kcal_mol": 69.5,
  "e_homo_ev": -10.11,
  "multiplicity": 1,
  "e_lumo_ev": 0.2003,
  "smiles": "C#CCCO"
}



(20)
{
  "formula": "C4H6O",
  "method": "ωB97M-V/def2-TZVPD",
  "species": ["C", "C", "O", "C", "C", "H", "H", "H", "H", "H", "H"],
  "xyz": [[-0.4439, 0.6163, -0.9270], [0.1004, 1.4666, -0.0096], [0.7432, 0.7966, 1.0527], [0.3122, -0.6347, 0.9869], [-0.1001, -0.7986, -0.5426], [-0.8927, 0.8794, -1.8758], [0.1063, 2.5354, -0.0175], [1.1347, -1.2598, 1.3136], [-0.6469, -0.7280, 1.6740], [-0.9798, -1.5238, -0.4621], [0.6666, -1.3495, -1.1926]],
  "charge": 0,
  "largest_force_ev_per_a": 3.2,
  "e_above_lowest_kcal_mol": 16.8,
  "e_homo_ev": -8.51,
  "multiplicity": 1,
  "e_lumo_ev": 1.1117,
  "smiles": "C1=COCC1"
}